# C28H44BF9N8OS3V

A structure of composition C28H44BF9N8OS3V (wB97M-V/def2-TZVPD, OMol25).

The geometry in XYZ format:
```
95
Properties=species:S:1:pos:R:3:forces:R:3
V -0.395514 0.298361 -0.029943 1.6293 -0.0617 -0.0286
C 5.092517 1.146324 -0.389432 -0.0450 0.0692 0.1009
C 4.656520 -0.110917 -1.132767 -0.0695 -0.0960 0.0188
C 3.733533 0.208976 -2.306936 -0.1119 0.0351 0.0545
C 5.899004 -0.815789 -1.664980 0.0158 -0.0637 -0.0251
N 3.942317 -1.035334 -0.171325 0.3735 0.0112 -0.2396
C 4.385785 -2.310866 0.139989 -0.0562 0.0923 -0.0324
C 3.556665 -2.805648 1.078572 -0.1327 0.1002 -0.0347
N 2.601378 -1.845794 1.343879 0.0567 -0.0832 0.4381
B 1.637176 -2.018221 2.558916 -0.0908 0.0999 -0.0173
N 0.293822 -2.720147 2.170122 0.3966 -0.0930 0.0807
C -0.299752 -3.586839 3.065746 0.0463 0.1352 -0.0790
C -1.197730 -4.327125 2.389934 -0.0839 0.0790 -0.1498
N -1.167941 -3.914430 1.067504 -0.1431 -0.3537 -0.0971
C -0.258878 -2.926814 0.967791 -0.1369 0.3382 0.1702
S 0.068483 -1.961193 -0.451695 -0.0676 -0.1361 0.0100
C -1.842450 -4.678155 -0.063245 0.0259 0.0476 0.0763
C -2.606569 -5.850242 0.539043 -0.0209 -0.0530 0.0159
C -2.822026 -3.788180 -0.816416 -0.0022 0.0447 -0.0150
C -0.748630 -5.214257 -0.982951 0.1067 0.0364 0.0132
N 1.447288 -0.690429 3.351027 -0.0290 -0.4155 0.1383
C 2.313426 -0.373045 4.383354 -0.0430 -0.0153 -0.2937
C 1.822922 0.708663 5.013027 -0.1191 0.0588 -0.0001
N 0.641136 1.057826 4.379899 -0.0316 0.2927 0.2466
C 0.434435 0.188389 3.371150 0.2053 0.1022 -0.1857
S -0.926203 0.194932 2.299531 -0.1352 -0.0540 0.0663
C -0.225642 2.229991 4.801580 0.0733 -0.1140 -0.0296
C -1.632875 1.741390 5.141351 -0.0238 -0.0682 -0.0615
C -0.230588 3.266021 3.680654 -0.0277 0.0104 -0.0502
C 0.379917 2.857919 6.051436 0.0752 0.0065 0.0375
C 2.851730 -0.782251 0.574869 -0.2935 -0.0996 -0.1249
S 1.863735 0.652712 0.523619 0.7687 0.1789 0.1448
H 5.629072 1.794363 -1.082552 0.0016 0.0032 0.0207
H 5.768286 0.891422 0.428759 -0.0194 0.0116 -0.0225
H 4.248033 1.705222 0.014373 0.0593 -0.0318 -0.0382
H 4.282647 0.797067 -3.041759 -0.0026 -0.0086 -0.0038
H 2.875907 0.799506 -1.977533 0.1497 -0.0083 -0.0360
H 3.391373 -0.708571 -2.791914 0.0111 0.0050 0.0052
H 6.409487 -0.125032 -2.334126 0.0099 -0.0115 0.0052
H 5.655678 -1.710228 -2.240397 -0.0028 0.0154 0.0090
H 6.594841 -1.075192 -0.866465 -0.0023 0.0239 -0.0233
H 5.249160 -2.756860 -0.312545 0.0112 0.0307 -0.0112
H 3.572532 -3.750862 1.592286 -0.0104 0.0408 0.0108
H 2.198888 -2.778074 3.299081 -0.0512 0.0672 -0.0050
H -0.019372 -3.612967 4.104304 0.0318 -0.0046 -0.0380
H -1.845039 -5.106985 2.739976 0.0161 -0.0049 -0.0189
H -3.393502 -5.521433 1.219814 0.0111 -0.0064 -0.0303
H -1.950092 -6.553705 1.053308 -0.0151 0.0063 -0.0371
H -3.084847 -6.384801 -0.280244 -0.0126 -0.0057 0.0139
H -3.676146 -3.532414 -0.190230 0.0502 -0.0910 -0.0957
H -3.186693 -4.337344 -1.684646 0.0043 -0.0126 0.0111
H -2.353878 -2.869651 -1.166514 -0.0393 -0.1086 -0.0003
H -0.030249 -5.811562 -0.418184 -0.0084 0.0030 -0.0245
H -0.216309 -4.413196 -1.498233 -0.0343 -0.0576 0.0237
H -1.203665 -5.854247 -1.738573 0.0075 0.0107 0.0094
H 3.203558 -0.945108 4.577283 -0.0449 -0.0314 -0.0018
H 2.211031 1.236275 5.862165 -0.0318 0.0160 -0.0149
H -2.192796 1.434474 4.259991 0.0249 -0.0071 0.0285
H -2.175644 2.557511 5.618030 -0.0062 -0.0141 -0.0108
H -1.593558 0.906863 5.843470 0.0061 0.0288 -0.0014
H -0.623954 2.837680 2.759162 -0.0116 0.0144 0.0844
H 0.775235 3.652015 3.504507 -0.0064 -0.0206 -0.0037
H -0.872245 4.099747 3.969085 0.0306 -0.0200 -0.0001
H 0.429938 2.150338 6.880300 -0.0268 0.0294 -0.0061
H -0.267379 3.678078 6.357441 0.0170 -0.0002 -0.0011
H 1.371601 3.274208 5.867833 -0.0188 -0.0122 0.0075
N 0.150275 0.312118 -2.184749 -0.1153 -0.0028 0.1247
C 0.056125 1.493201 -3.094811 0.0934 -0.0513 0.1597
C 0.495717 2.786889 -2.434581 0.0082 -0.0381 0.0644
C -0.433075 3.233431 -1.316755 0.1117 -0.0748 0.0529
N -0.156748 2.497127 -0.050411 -0.0594 -0.2169 -0.0023
H 1.114432 -0.015449 -2.177336 -0.0516 -0.0042 -0.0324
H -0.391874 -0.450956 -2.586799 0.0017 0.0255 -0.0710
H -0.976754 1.587086 -3.412734 -0.1660 -0.0366 -0.0233
H 0.654146 1.299735 -3.984795 0.0332 -0.0196 -0.0276
H 0.503695 3.560870 -3.202213 0.0129 0.0087 -0.0161
H 1.523444 2.705482 -2.063054 -0.0226 0.0385 -0.0296
H -1.467189 3.055642 -1.598184 -0.0983 -0.0195 0.0155
H -0.323343 4.301773 -1.133434 0.0344 0.0287 0.0219
H -0.772065 2.843015 0.684683 -0.0213 -0.0626 -0.0483
H 0.787846 2.733709 0.247128 -0.0473 0.1198 0.0656
F -3.080924 2.434342 1.209677 0.0965 0.1207 0.0767
C -3.859550 2.004385 0.215032 -0.0993 -0.2479 -0.1933
F -3.700090 2.830202 -0.821271 0.1511 0.1454 -0.0011
F -5.120571 2.042915 0.590422 -0.1929 0.1202 0.1937
C -3.458263 0.556071 -0.187747 0.4598 0.0151 -0.0910
O -2.067990 0.450852 -0.235851 -2.2309 0.1141 -0.3179
C -4.039490 -0.471127 0.840481 -0.0639 0.3963 -0.2357
F -4.052422 0.048763 2.061255 0.0343 -0.0785 0.1908
F -5.280855 -0.777465 0.491476 -0.1219 -0.1810 0.1724
F -3.297840 -1.572343 0.851420 0.0323 0.0760 0.1774
C -4.008085 0.242955 -1.611382 0.0420 0.0252 0.1500
F -5.243055 0.684016 -1.728613 -0.2633 0.0284 -0.1872
F -3.977093 -1.065566 -1.839572 0.0601 -0.1811 -0.0655
F -3.248724 0.830611 -2.539411 0.1754 0.0716 -0.0760
```
Positions in Å, forces in eV/Å.

Values from the calculation:
HOMO energy (spin up / spin down)	-13.6397 / -13.7368	eV
<S²>	0.769
maximum force	2.26	eV/A
LUMO level (spin up / spin down)	-6.660 / -6.019	eV
relative energy (zero: lowest compared OMol25 entry of this formula, charge and spin)	0.3	kJ/mol
net charge	+2
2S+1	2